{"formula": "C7H10", "method": "ωB97M-V/def2-TZVPD", "homo_energy_ev": [-7.714, -7.492], "homo_lumo_gap_ev": [7.75, 7.95], "de_lowest_kcal_mol": 139.6, "total_charge": 0, "species": ["C", "C", "C", "C", "C", "C", "C", "H", "H", "H", "H", "H", "H", "H", "H", "H", "H"], "xyz": [[-1.457, -1.231, -0.261], [-0.464, -0.706, -1.101], [0.109, 0.673, -0.909], [-0.535, 1.632, 0.074], [1.034, -0.361, -0.356], [0.907, -0.716, 1.077], [1.897, -0.282, 1.730], [-2.215, -0.579, 0.171], [-1.776, -2.257, -0.431], [-0.184, -1.164, 1.246], [-0.188, -1.252, -2.000], [0.460, 1.161, -1.820], [0.163, 2.448, 0.291], [-1.464, 2.058, -0.318], [-0.759, 1.145, 1.027], [1.916, -0.658, -0.914], [2.555, 0.090, 2.495]]}